No. 1
41
Properties=species:S:1:pos:R:3:lowdin_spin:R:1 method="wB97M-V/def2-TZVPD" homo_ev="-18.980 / -19.170" e_above_lowest_kj_mol=0.00 multiplicity=5 s_squared=6.054 orbital_gap_ev="7.53 / 5.70" total_charge=+3
H 0.31688 3.42751 -0.74416 0.00
N -0.76141 -0.37557 2.02923 0.03
C -1.83383 1.41758 2.77143 0.06
H -2.51850 1.56851 4.66110 0.00
C 0.82101 2.66550 -1.33932 0.00
Cl -2.74045 -0.70801 -0.99530 0.07
O -0.11867 1.56914 -1.58352 0.08
C 0.99334 -3.44185 1.16593 0.09
C -1.12603 1.92094 -2.59143 0.00
N -2.43174 2.01837 3.75170 0.17
C 1.63738 -3.93311 0.02635 0.00
Ru -0.53014 0.46021 0.15982 2.40
H -3.78076 -2.42021 -2.23931 0.00
C 2.66896 1.05425 1.39778 0.01
C 0.43034 -2.17584 1.11803 0.01
C -3.04560 -1.67609 -2.52109 0.02
C 2.01964 2.11940 -0.63943 0.00
H 2.08840 -4.91737 0.03310 0.00
O 1.57371 1.49515 0.57042 0.10
N 0.48317 -1.39754 -0.01319 0.07
H 2.17474 -3.49151 -2.00421 0.00
H 3.28443 0.32846 0.86381 0.00
H -2.82960 2.94749 3.64670 0.00
N -1.34235 0.16374 3.06526 0.38
H -1.81027 2.66350 -2.18482 0.00
Cl -3.66386 -0.66348 -3.78219 0.01
C 1.08441 -1.87243 -1.09076 0.05
C 1.68340 -3.14657 -1.10351 0.08
H 3.28133 1.90758 1.68317 0.00
S -1.68157 2.16845 1.20323 0.18
H 2.55253 1.39234 -1.25990 0.00
C -0.24632 -1.59184 2.21951 0.17
H -1.65634 1.01815 -2.86204 0.00
H -0.60589 2.32215 -3.45696 0.00
H 2.69773 2.94644 -0.41754 0.00
H -2.10661 -2.12150 -2.82468 0.00
H 1.10442 -1.23545 -1.96658 0.00
H 1.10999 3.09759 -2.29605 0.00
H 2.24520 0.60616 2.29307 0.00
H 0.92788 -4.03311 2.07155 0.00
H -0.34896 -2.07712 3.18483 0.00

No. 2
6
Properties=species:S:1:pos:R:3:nbo_charge:R:1 method="wB97M-V/def2-TZVPD" homo_ev=-11.435 e_above_lowest_kj_mol=23.71 orbital_gap_ev=12.12
H -1.12168 -0.71768 -0.50957 0.48
O -1.47250 0.00883 0.05085 -0.94
O 1.42452 -0.10266 -0.04154 -0.94
H 0.90977 -0.10305 0.83330 0.48
H 1.47896 0.82575 -0.25780 0.46
H -0.88321 0.74562 -0.14037 0.46

No. 3
11
Properties=species:S:1:pos:R:3:nbo_charge:R:1 method="wB97M-V/def2-TZVPD" homo_ev="-9.127 / -9.113" e_above_lowest_kj_mol=432.50 orbital_gap_ev="7.69 / 7.69"
N -1.43696 0.96838 -1.01214 0.30
O 1.30844 1.96305 0.50229 -0.38
Cl 1.24737 0.09975 -1.76259 0.09
C 0.41998 -0.00111 -0.23583 0.03
N 0.62183 1.00630 0.73416 0.46
O 0.18020 0.78399 1.82814 -0.40
H -0.94069 -1.80497 -0.27211 0.24
H 0.57541 -1.98851 0.83032 0.24
H -0.59546 -0.88391 1.21355 0.28
C -0.16207 -1.24379 0.32623 -0.71
O -1.21806 1.10084 -2.15202 -0.14

No. 4
18
Properties=species:S:1:pos:R:3:nbo_charge:R:1 method="wB97M-V/def2-TZVPD" homo_ev=-3.706 e_above_lowest_kj_mol=98.02 orbital_gap_ev=6.43 total_charge=-1
C -0.13754 -0.98780 0.94073 -0.40
H -1.05817 0.88354 2.15960 0.35
H -0.82807 -1.62948 1.50425 0.18
C 0.76553 -1.82003 0.01314 -0.61
H 0.28861 -2.65856 -0.50042 0.18
H 1.36263 -0.66784 2.44203 0.17
O -4.14667 -0.77130 -5.96384 -0.94
H -0.80731 -0.40312 0.31161 0.20
H -3.89345 -1.07291 -5.08588 0.47
H -4.46808 0.12949 -5.79953 0.47
H 1.22905 -1.18391 -0.74740 0.22
N -0.26274 0.61796 2.72349 -0.85
C 1.41933 0.98077 0.89942 0.75
H 1.57656 -2.23209 0.62972 0.20
H 0.12303 1.47256 3.09723 0.35
O 0.64060 1.76643 0.32841 -0.80
O 2.66508 0.91818 0.87074 -0.78
C 0.68086 -0.08646 1.83882 -0.17

No. 5
35
Properties=species:S:1:pos:R:3:nbo_charge:R:1 method="wB97M-V/def2-TZVPD" homo_ev="-11.266 / -10.498" e_above_lowest_kj_mol=214.78 multiplicity=4 s_squared=4.160 orbital_gap_ev="6.74 / 7.34" total_charge=+1
C 0.94876 -1.91014 -3.14586 -0.14
H -1.62320 -0.16090 -4.33288 0.24
C -1.62991 -0.04240 3.25712 -0.41
H -3.32050 -0.15131 1.43927 0.22
H 0.77899 0.57877 4.02228 0.22
H 2.66486 -0.34624 -3.12960 0.25
C 2.37581 -0.38423 1.47459 -0.39
H 0.22759 1.74102 2.76415 0.21
N 1.06499 -0.07289 2.03681 -0.42
C 0.48953 0.33809 -3.68901 -0.39
H 0.63338 1.35452 -4.06037 0.24
H 0.84856 3.05474 -0.71356 0.07
H 2.47151 -1.46956 1.31105 0.25
C -0.03572 -0.56535 1.43681 0.38
C -2.41238 -0.46814 0.92741 -0.40
C 1.60589 -0.60914 -3.25379 -0.50
H -1.11153 -2.62599 -3.45262 0.24
C 0.99797 0.99186 3.01939 -0.42
N -1.27973 -0.22321 1.83563 -0.45
H 2.52812 0.10763 0.49391 0.17
C -0.69378 -0.48056 -3.83899 -0.21
H -1.39563 2.48103 -0.03848 0.06
Mn 0.68515 0.14991 -1.42095 0.87
H -2.28091 0.10372 0.00876 0.20
P -0.32663 2.22518 -1.02890 0.01
H -1.73773 1.03878 3.49331 0.21
H 3.13641 -0.02983 2.17707 0.22
H -2.48852 -1.52380 0.66462 0.23
H 1.98171 1.48491 3.07271 0.23
C -0.40716 -1.79978 -3.49186 -0.30
H -2.59444 -0.54749 3.44238 0.23
H -0.83058 2.81076 -2.28585 0.07
H -0.87842 -0.49533 3.92849 0.22
H 1.45180 -2.87886 -3.03070 0.25
S 0.15574 -1.67582 0.10767 -0.27

No. 6
47
Properties=species:S:1:pos:R:3:nbo_charge:R:1 method="wB97M-V/def2-TZVPD" homo_ev="-7.663 / -12.445" e_above_lowest_kj_mol=129.52 multiplicity=5 s_squared=6.032 orbital_gap_ev="4.91 / 6.73" total_charge=+1
O -4.06054 5.22974 -0.79290 -0.92
H 2.00850 0.83641 3.23260 0.26
C 2.56049 2.97402 -2.01939 -0.13
H 0.91353 4.96980 0.19118 0.22
C 0.16733 2.66844 1.39349 -0.52
C 0.19460 -0.93409 -3.37857 -0.95
H 2.43765 -2.69667 -2.88159 0.26
C -0.61499 -2.46441 0.83014 -0.27
C 1.29472 4.08797 -0.32078 -0.21
H 2.94258 -2.40543 -1.18205 0.26
H 2.41664 5.11724 -1.83673 0.23
H -2.04240 1.73243 3.23227 0.26
P 1.22341 -0.86900 -1.87792 1.08
H 1.48884 -0.31225 1.16536 -0.03
P -0.06815 1.01283 2.02118 1.12
H 2.50144 0.59496 -3.34672 0.25
H -0.82554 0.80424 -0.69617 0.08
H 3.24376 2.96086 -2.86498 0.23
O -1.29671 -1.30381 0.39668 -0.56
C 2.45523 0.45482 -2.25741 -0.73
H -3.27459 4.78504 -1.15594 0.46
H -0.17823 3.56095 1.91458 0.25
N 1.25384 1.68062 -0.49929 -0.55
H -0.50142 -1.77915 -3.29642 0.26
C 2.08320 1.74892 -1.56027 0.07
C 0.95351 0.88315 3.52800 -0.94
C -1.75338 0.82486 2.68661 -0.94
O -5.68469 -0.12047 0.03300 -0.92
C 2.11666 4.15594 -1.42644 -0.32
H 0.68808 -0.02358 4.08867 0.25
H 0.78694 1.77261 4.15102 0.26
H 3.44206 0.09406 -1.92768 0.25
H 0.84307 -1.07261 -4.25461 0.26
H -0.95372 -2.74469 1.84256 0.21
C 2.08937 -2.45255 -1.86892 -0.95
H -5.48001 -1.04874 -0.17928 0.47
H -2.46297 0.63350 1.87162 0.26
H -4.19790 4.83239 0.04360 0.46
H -4.88251 0.34021 -0.11885 0.46
H -1.75679 -0.03707 3.36717 0.25
Os 0.27357 -0.12455 0.04499 0.38
H -0.80871 -3.30526 0.14045 0.21
H 0.48471 -2.21854 0.84246 0.19
H 1.38316 -3.22113 -1.52784 0.25
H -0.37698 -0.00415 -3.48533 0.25
C 0.90902 2.83277 0.21613 0.13
H -0.72725 0.30576 -1.31268 0.12

No. 7
108
Properties=species:S:1:pos:R:3:lowdin_spin:R:1 method="wB97M-V/def2-TZVPD" homo_ev="-15.682 / -15.929" e_above_lowest_kj_mol=0.00 multiplicity=2 s_squared=0.762 orbital_gap_ev="5.74 / 5.81" total_charge=+3
H 4.03022 -0.19951 1.61272 0.00
H 0.86582 -2.85863 6.44893 0.00
H 3.05409 -2.30162 -4.90992 0.00
H -6.19351 -1.43378 3.91941 0.00
C 7.39790 2.68589 -1.89973 0.00
H -4.40188 -1.02127 -0.73092 0.01
C -4.03270 2.69681 -3.30480 0.01
H -4.00540 -2.22033 3.72171 0.00
H 5.21681 -2.17825 -0.42357 0.00
C -0.43370 -4.17072 -1.52885 0.00
H 5.40785 5.20005 1.67887 0.00
H 6.04848 0.33824 -1.39041 0.00
H -8.48424 1.28408 4.45008 0.00
C 3.13211 -2.93534 -4.02628 0.00
C 0.79495 2.66618 0.95809 0.00
C 2.22772 4.64189 0.67922 0.00
C -0.69564 -4.36127 -2.90042 0.00
H -8.25801 -0.46525 4.62329 0.00
H 2.17880 -3.45356 -3.89003 0.00
C 3.50573 -2.13221 -2.78782 0.00
C -6.88827 0.48788 3.26610 0.08
C 5.89821 2.42412 -1.90300 0.00
H 3.65683 0.74413 -2.04292 0.00
C -0.06607 -0.92971 -4.17339 0.00
H 2.52766 -3.34533 -1.30927 0.00
H 4.12657 -3.89210 -1.73034 0.00
C 0.52785 0.41016 -2.29624 0.00
H -0.15775 -5.32592 3.11726 0.00
W 0.93095 -0.46203 0.57979 0.00
H -2.71798 -1.27270 2.99634 0.00
H -0.52723 -5.02968 -0.87895 0.00
C -4.31469 0.95010 -1.64147 0.02
H 4.48162 -1.65967 -2.93733 0.00
C -3.00603 3.27351 -2.56828 0.00
H -5.57777 3.19427 0.30813 0.00
Ge 3.57464 -0.48834 0.17476 0.00
H 1.24681 -0.92666 4.93187 0.00
H 3.47601 1.87316 -0.68846 0.00
O -0.30721 3.15911 0.96038 0.03
C -3.75099 -1.60641 2.85994 0.01
H -2.51906 4.17453 -2.91600 0.00
N 0.89894 1.27476 0.67469 0.00
H 5.86362 1.40569 -0.00959 0.00
C -5.33456 1.79796 1.92514 0.04
C 4.00496 0.97912 -1.03492 0.00
C 0.13595 -3.47949 1.24149 0.00
C -5.06227 -0.26841 -1.17088 0.01
H 1.40310 5.12427 0.17120 0.00
H 5.11890 2.92810 2.59849 0.00
C 0.93462 -1.88447 4.53875 0.00
H 2.99117 1.72316 2.25718 0.00
H -0.98023 -5.34564 -3.24508 0.00
C 0.72280 -2.96830 5.38214 0.00
C -0.06373 -2.93862 -1.05147 0.00
C -2.62339 2.70121 -1.36657 0.02
C 0.29751 0.29322 -3.65891 0.00
Cl 0.07414 -5.52645 5.92745 0.00
H -4.34552 3.14466 -4.23868 0.00
O 0.97380 -1.00444 2.33963 0.00
H 7.75912 2.89009 -0.89059 0.00
C -4.66930 1.55271 -2.84764 0.00
C 4.47317 4.67568 1.53171 0.00
H -1.84255 3.15545 -0.77089 0.00
H 7.94861 1.82562 -2.28321 0.00
C -5.94796 -0.54405 3.35228 0.01
C 0.75061 -2.05070 3.18399 0.00
H 2.79089 -1.30785 -2.64947 0.00
H -3.78881 -2.24743 1.97442 0.00
H 3.88491 -3.69560 -4.23501 0.00
H -5.46886 1.11601 -3.43315 0.00
C -4.71554 -0.45641 2.74069 0.05
C 3.12335 2.71607 1.84955 0.00
N 0.24289 -2.58669 0.30275 0.00
C 0.32937 -4.20386 4.87099 0.00
H 0.40482 1.16493 -4.28792 0.00
C -6.55093 1.64711 2.56404 0.00
H -3.98454 3.27626 1.06404 0.00
H 5.55135 2.24710 -2.92567 0.00
C -5.04222 3.11131 1.25604 0.01
H 5.36210 3.30824 -1.54065 0.00
H 0.81078 1.35630 -1.85792 0.00
H -0.78365 -3.47164 -4.83922 0.00
C 3.54157 -2.99079 -1.52851 0.00
H -0.25145 -1.04684 -5.23462 0.00
C -0.20658 -2.04470 -3.32254 0.00
C 4.31530 3.39225 2.04253 0.00
H -8.99516 0.20293 3.16551 0.01
C 0.14566 -4.36274 3.50812 0.00
H -5.58404 -0.73919 -2.00163 0.00
N 0.42524 -0.63199 -1.45044 0.00
H 7.64853 3.54326 -2.52215 0.00
C -4.43185 0.70812 1.98772 0.09
C -0.58753 -3.32583 -3.78505 0.00
C 0.05289 -1.86451 -1.95288 0.00
C -8.22458 0.36610 3.92312 0.02
C -3.28161 1.55764 -0.91897 0.04
C 4.13458 -2.30775 -0.29956 0.00
C 5.51847 1.22763 -1.03329 0.00
Te -2.68201 0.71076 0.90177 0.53
H -7.25421 2.47157 2.54240 0.00
H 4.01259 -2.92657 0.59203 0.00
H -0.15885 -4.48963 0.96936 0.00
H -5.80802 -0.00559 -0.41778 0.00
C 2.08241 3.34196 1.16339 0.00
C 0.35472 -3.28094 2.64311 0.00
C 3.43412 5.29847 0.85068 0.00
H -5.37906 3.92703 1.89478 0.00
H 3.56201 6.30052 0.46517 0.00

No. 8
11
Properties=species:S:1:pos:R:3:nbo_charge:R:1 method="wB97M-V/def2-TZVPD" homo_ev=-14.052 e_above_lowest_kj_mol=220.35 orbital_gap_ev=9.70 total_charge=+1
C 0.83879 -0.31239 0.48406 0.18
H 2.72709 -0.45570 0.37498 0.43
N -1.39208 -1.07473 -0.20027 -0.73
N 1.88960 -0.22216 -0.11917 -0.61
H 0.18857 1.80881 0.25345 0.41
H 1.91273 0.10813 -1.04975 0.40
C -0.49067 -0.07717 0.14222 0.39
H -2.37102 -0.83370 -0.13512 0.44
H -1.00544 -1.96072 -0.27042 0.42
H -1.56171 1.64391 0.48566 0.41
N -0.73589 1.37572 0.03435 -0.74